15
Properties=species:S:1:pos:R:3:forces:R:3 method="wB97M-V/def2-TZVPD" total_charge=+1 e_above_lowest_kcal_mol=89.0 multiplicity=2 homo_lumo_gap_ha="0.37679 / 0.18693"
In 3.3170 0.2964 0.7613 2.3 0.7 1.8
O 1.2907 1.5522 0.5400 0.0 1.2 0.3
O 1.6370 -0.3909 -0.2225 -1.7 -4.1 -1.0
O 1.8857 1.2478 -1.6500 -1.6 0.2 0.7
C -1.8856 0.2121 -0.2490 0.2 0.2 -0.6
C -0.7113 -0.0498 0.6816 -1.3 -3.1 0.0
C 1.4312 0.9300 -0.5671 1.6 1.9 -2.0
C 0.4260 -1.2227 -0.1001 0.5 4.0 1.0
H -1.8459 -0.4155 -1.1506 -0.2 0.2 0.3
H 0.0594 -1.3164 -1.1331 -0.1 -0.8 0.7
H 0.7908 -2.0461 0.5296 -1.0 0.0 -0.5
H -1.9139 1.2624 -0.5733 0.0 -0.3 0.1
H -0.9773 -0.8065 1.4341 -0.3 -0.5 -0.1
H -2.8308 -0.0040 0.2671 0.2 0.1 -0.1
H -0.6731 0.7510 1.4320 1.5 0.3 -0.7

=====

97
Properties=species:S:1:pos:R:3:forces:R:3 method="wB97M-V/def2-TZVPD" total_charge=-1 homo_lumo_gap_ha=0.14095
P 0.5851 1.4502 2.1091 0.2 -0.8 -1.0
O -2.3303 -4.1797 3.7167 0.7 0.9 -0.8
O 0.7926 2.3688 3.4135 -0.1 0.1 -0.3
O -0.1690 0.2110 2.3560 -0.2 0.0 0.4
O 2.1034 1.1220 1.6782 -0.4 0.3 0.5
N 0.9546 4.7353 -1.4066 0.2 0.4 0.0
N 0.8960 8.7949 4.6273 0.0 0.0 0.0
N 0.3248 0.9920 -5.4915 0.1 0.0 -0.3
N -2.2541 -2.5114 2.0827 0.5 -0.3 0.2
N -0.8706 -5.4704 -0.9385 0.1 0.0 0.0
C -1.6101 2.4329 0.6355 -0.1 0.9 -0.1
C 0.8667 3.8346 -2.1171 -0.2 -0.4 0.0
C -0.4082 2.9598 3.9219 -0.3 0.3 0.7
C 0.7244 6.3123 3.8286 0.2 0.1 -0.1
C 0.6954 2.5920 -2.8671 0.7 0.8 0.1
C -1.1785 -7.8193 1.5910 0.1 0.0 0.1
C 1.3505 6.1209 2.4426 -0.1 0.0 -0.2
C 1.2101 -2.2060 -6.4989 0.2 0.0 -0.1
C 1.9499 1.7253 -2.7575 0.1 0.1 -0.1
C -2.7232 -2.4962 -0.3519 0.3 -0.1 0.5
C 0.1768 -0.0147 -6.0216 -0.2 0.1 0.1
C -1.0979 -6.5048 -0.4957 -0.1 0.0 -0.2
C -1.4277 0.8292 -1.4501 -0.6 0.4 0.0
C 3.1936 2.3925 -3.3362 0.0 -0.1 0.0
C -2.9125 -3.2249 0.9830 -0.5 0.4 -0.2
C -2.5188 -0.2366 -1.5746 0.7 0.0 0.5
C 0.2721 -7.5321 1.9596 0.0 0.0 0.0
C 3.9468 -0.3358 1.3484 -0.4 -0.2 0.1
C 2.4609 -1.6071 -7.1320 0.0 0.0 0.0
C -1.9830 2.1312 -0.8219 0.0 -0.9 -0.2
C 0.8169 7.7046 4.2747 -0.1 0.0 0.1
C -0.0764 2.4422 0.7768 0.0 0.3 0.3
C -0.0254 -1.3140 -6.6606 0.1 -0.1 0.1
C 2.4682 -0.2671 1.6939 0.9 0.1 -0.3
C -0.2029 -3.2053 3.2814 0.2 -0.5 0.0
C 0.6707 6.9473 1.3590 0.1 0.1 0.0
C -2.8573 -0.9843 -0.2469 -0.2 0.0 -0.2
C -1.3776 1.9650 4.5586 0.2 -0.3 -0.2
C -1.4216 -7.8115 0.0766 0.0 0.1 0.3
C -1.6809 -3.3595 3.0684 -0.9 -0.9 1.0
H -1.8251 -7.0787 2.0650 0.0 0.0 0.0
H 4.5513 0.0732 2.1528 0.1 0.2 0.0
H 2.1248 1.4755 -1.7083 0.0 0.0 0.1
H 2.4103 6.3789 2.4875 0.0 0.0 0.1
H -2.8660 -1.8444 2.5293 0.0 0.2 -0.1
H -1.4680 -8.7958 1.9842 -0.1 0.0 -0.1
H -0.8463 1.0386 4.7558 0.0 -0.1 0.1
H -0.8083 -8.5674 -0.4168 0.0 0.0 0.0
H 3.3080 -2.2842 -7.0205 0.0 0.0 0.0
H -0.3897 6.6989 1.2825 0.0 0.0 0.0
H 1.2304 5.6868 4.5646 0.0 0.0 0.0
H 1.2917 5.0635 2.1803 0.0 0.0 0.1
H 0.1908 -4.0741 3.8036 -0.1 -0.1 0.1
H 4.2243 -1.3804 1.2160 0.1 -0.1 -0.1
H -1.9626 3.4514 0.8546 0.0 0.0 0.2
H -0.9141 3.5510 3.1572 0.1 0.0 -0.3
H 3.0452 2.6449 -4.3889 0.0 0.0 0.0
H 1.1285 6.7463 0.3926 -0.1 -0.1 0.0
H -0.6449 0.4274 -0.7928 0.1 -0.2 0.1
H -0.1758 2.0538 -2.4447 -0.4 -0.6 -0.1
H 0.3153 2.0399 -0.1547 0.3 -0.2 0.2
H -0.3284 6.0269 3.8124 0.0 0.0 0.0
H 0.4795 2.8301 -3.9044 0.0 0.0 -0.1
H -3.9881 -3.3223 1.1628 -0.1 -0.2 0.2
H -2.1031 1.7921 1.3637 0.1 -0.4 -0.1
H -0.8977 -1.7837 -6.2062 0.0 0.0 0.0
H 1.9009 -0.7979 0.9358 -0.3 -0.1 0.1
H 1.7638 0.7891 -3.2820 -0.2 0.0 0.0
H -3.4438 -2.9227 -1.0516 0.0 0.0 -0.2
H 0.5750 -6.5372 1.6308 0.0 0.0 0.0
H -0.0879 3.6602 4.6886 0.2 0.0 0.0
H 1.3896 -2.3835 -5.4376 -0.1 0.0 0.0
H 0.4066 -7.5751 3.0403 0.0 0.0 0.0
H 2.3132 -1.4243 -8.1985 0.0 0.0 0.0
H -3.0756 2.1105 -0.8955 -0.1 0.1 0.0
H -2.4666 -8.0319 -0.1417 0.0 0.0 -0.1
H -2.1959 1.7197 3.8892 -0.1 -0.1 -0.1
H 0.9462 -8.2618 1.5055 0.0 0.0 0.0
H 0.3063 -3.1204 2.3250 0.0 0.3 -0.1
H -3.8605 -0.7306 0.1228 -0.1 0.1 0.0
H 2.3092 -0.7025 2.6752 -0.3 -0.1 0.1
H 1.0003 -3.1756 -6.9544 -0.1 0.0 0.0
H 2.7312 -0.6624 -6.6587 0.0 0.0 0.0
H 0.3008 3.4626 0.8319 0.1 0.1 0.1
H -3.4142 0.2345 -1.9807 -0.2 -0.1 -0.2
H -2.4867 -4.2248 0.9370 0.0 -0.1 -0.1
H 4.0575 1.7277 -3.2663 0.0 0.0 0.0
H -1.7767 2.3366 5.4984 -0.1 0.2 0.0
H -0.2438 -1.1490 -7.7169 0.0 0.0 0.0
H 4.1149 0.2000 0.4192 0.2 0.1 -0.1
H 0.0071 -2.3281 3.8883 -0.1 0.3 -0.2
H 3.4414 3.3090 -2.7971 0.0 0.0 0.0
H -2.1389 -0.6414 0.4922 0.0 0.0 0.2
H -1.7167 -2.7310 -0.6997 0.0 0.0 -0.3
H -1.6721 2.9954 -1.4239 0.0 0.4 0.2
H 0.7598 8.0177 1.5580 0.0 0.0 0.1
H -2.1596 -0.9943 -2.2758 -0.3 -0.1 -0.2

=====

| no. | calculated total energy (Eh) |
| --- | --- |
| 1 | -572.00604 |
| 2 | -2093.39627 |